Entry 1:
Formula: C12H28BaO16
Source: the OMol25 dataset
Level of theory: wB97M-V/def2-TZVPD

The HOMO energy comes out at -2.0 eV. The HOMO-LUMO gap comes out at 5.9 eV. Its relative energy (zero: lowest compared OMol25 entry of this formula, charge and spin) is 17.3 kcal/mol.

ORCA input file:
```
! wB97M-V def2-TZVPD RIJCOSX def2/J DEFGRID3
* xyz -2 1
Ba 13.8624 13.2799 19.8782
O 14.5236 17.2874 17.5226
C 14.0746 16.1182 18.1508
O 14.1937 15.0161 17.6322
O 13.8496 16.2701 19.3943
H 14.3925 17.8617 18.2907
O 10.9017 10.2604 21.8499
C 11.8791 9.8264 20.9394
O 11.8135 8.6194 20.6275
O 12.6496 10.7030 20.4896
H 10.3603 9.4611 21.8667
O 17.9556 11.7471 18.7357
C 16.6850 11.1381 18.5247
O 16.5643 10.4964 17.4890
O 15.8468 11.4194 19.4168
H 18.4060 11.5471 17.9063
O 11.5024 12.1872 15.6505
C 12.5798 11.6159 16.3600
O 13.2589 10.7982 15.7162
O 12.7059 11.9639 17.5547
H 11.4216 11.4839 14.9941
C 18.0779 16.0207 19.1375
C 17.3052 15.3532 20.2587
O 16.4926 14.3080 19.7482
H 18.3694 17.0442 19.3708
H 17.5008 15.9519 18.2161
H 18.9818 15.4398 18.9127
H 16.5657 16.0522 20.6618
H 17.8776 15.0016 21.1235
H 17.0064 13.6820 19.2111
C 9.2090 14.3582 20.9924
C 10.2581 13.4033 20.4197
O 11.1819 14.1473 19.6143
H 8.9287 15.0276 20.1761
H 9.6664 14.9645 21.7736
H 8.3238 13.8469 21.3714
H 9.9086 12.5613 19.8197
H 10.7873 12.9222 21.2480
H 10.8932 14.0878 18.6968
C 13.0726 15.2615 24.0780
C 13.3687 16.1555 22.8913
O 14.0555 15.4257 21.8807
H 13.8103 15.1622 24.8693
H 12.8112 14.2710 23.7024
H 12.1307 15.6162 24.5149
H 13.9451 17.0458 23.1745
H 12.4211 16.5064 22.4651
H 14.1868 16.0367 21.1302
C 15.7773 12.3972 24.5638
C 15.6150 11.9321 23.1292
O 14.4821 12.5273 22.5276
H 16.3252 11.7054 25.2155
H 14.8202 12.4357 25.1049
H 16.2046 13.3948 24.6688
H 15.5939 10.8421 23.0369
H 16.5088 12.2048 22.5667
H 13.7115 12.2193 23.0167
*
```



Entry 2:
Formula: C12H28Cl8O5
Source: the OMol25 dataset
Level of theory: wB97M-V/def2-TZVPD

Its structure (SMILES) is C1CCOC1.ClCCl.ClCCl.ClCCl.ClCCl.OCCO.OCCO. The HOMO energy comes out at -9.3 eV. The HOMO-LUMO gap comes out at 9.7 eV.

ORCA input file:
```
! wB97M-V def2-TZVPD RIJCOSX def2/J DEFGRID3
* xyz 0 1
C 13.7461 -29.7116 -0.5072
C 12.6813 -30.4843 0.2524
C 11.3481 -30.0610 -0.4306
O 11.6573 -29.0032 -1.3242
C 12.9415 -28.5107 -1.0136
H 14.1574 -30.2646 -1.3551
H 14.5712 -29.3591 0.1119
H 12.6472 -30.1774 1.3018
H 12.8230 -31.5633 0.2542
H 10.5859 -29.7917 0.2992
H 11.0163 -30.8745 -1.0817
H 12.8688 -27.7667 -0.2025
H 13.3764 -28.0067 -1.8745
Cl 19.7379 -30.7581 -3.4991
C 19.2123 -31.1245 -5.1320
Cl 17.5363 -31.6549 -5.1452
H 19.2819 -30.2339 -5.7443
H 19.8219 -31.9181 -5.5454
Cl 11.8603 -34.7799 0.9186
C 10.3545 -34.3810 1.7538
Cl 10.5751 -34.1995 3.4882
H 9.9866 -33.4382 1.3632
H 9.6321 -35.1568 1.5297
Cl 14.3272 -28.5752 -3.3680
C 16.0907 -28.5511 -3.2106
Cl 16.8735 -27.7186 -4.5850
H 16.3249 -27.9797 -2.3243
H 16.4442 -29.5686 -3.1900
Cl 16.0280 -36.1282 0.6670
C 17.6100 -35.5142 1.1426
Cl 18.8494 -35.7825 -0.0891
H 17.5301 -34.4497 1.3288
H 17.9027 -36.0156 2.0567
O 17.0543 -31.1978 -1.8516
C 16.7664 -31.6353 -0.5433
C 15.7840 -32.7832 -0.5999
O 15.0801 -32.9407 0.6103
H 17.8581 -31.5938 -2.1984
H 17.6722 -31.9306 -0.0010
H 16.3235 -30.7995 0.0053
H 16.2903 -33.7120 -0.9057
H 15.0933 -32.6028 -1.4357
H 14.2608 -33.4277 0.4881
O 16.3084 -33.0789 3.1489
C 15.3041 -32.7446 4.0956
C 15.9700 -32.6393 5.4419
O 16.5399 -33.8741 5.8409
H 15.9470 -32.9389 2.2625
H 14.8294 -31.7886 3.8327
H 14.5151 -33.5056 4.1162
H 15.2441 -32.3568 6.2055
H 16.7300 -31.8503 5.4157
H 17.2644 -34.0537 5.2335
*
```



Entry 3:
Formula: C12H28CoO8
Source: the OMol25 dataset
Level of theory: wB97M-V/def2-TZVPD

The HOMO energy (spin up / spin down) comes out at -5.3 / -11.1 eV. The expectation value of S² is 6.01. The HOMO-LUMO gap (spin up / spin down) comes out at 2.8 / 8.5 eV.

ORCA input file:
```
! wB97M-V def2-TZVPD RIJCOSX def2/J DEFGRID3
* xyz 1 5
Co -8.7891 16.3338 16.6601
O -10.0571 17.9457 16.8110
C -10.9610 18.6462 17.2758
O -10.9804 18.9374 18.5294
C -11.9061 19.9764 18.8037
C -12.9463 19.8994 17.6664
C -12.1216 19.2589 16.5112
H -11.4468 20.9608 18.8950
H -12.3927 19.7156 19.7435
H -13.2640 20.8901 17.3415
H -13.8764 19.3681 17.8684
H -11.8252 19.9480 15.7204
H -12.7381 18.4864 16.0514
O -10.5475 15.1811 16.3508
C -11.3868 14.3424 15.9582
O -10.9855 13.2276 15.3326
C -12.1069 12.3736 15.2275
C -13.0832 12.9353 16.2910
C -12.8837 14.3865 16.2778
H -11.8403 11.3532 15.5028
H -12.5712 12.3006 14.2441
H -12.9346 12.5665 17.3059
H -14.0784 12.5918 16.0089
H -13.1457 14.9310 17.1850
H -13.4721 14.7827 15.4501
C -9.2551 16.7605 19.8201
O -9.3535 15.8685 18.7292
H -8.6044 17.6131 19.6259
H -10.2139 17.1208 20.1927
H -8.8101 16.2649 20.6829
H -9.9105 15.1488 19.0348
C -6.0929 17.3897 17.7915
O -7.3220 17.7516 17.1213
H -6.3457 17.1566 18.8259
H -5.6777 16.4801 17.3575
H -5.2872 18.1229 17.8268
H -7.0854 18.6153 16.7756
C -7.8387 13.4441 17.1886
O -7.5872 14.7236 16.6456
H -8.8246 13.0743 16.9070
H -7.0720 12.8102 16.7431
H -7.6854 13.3631 18.2648
H -6.6772 14.6188 16.3581
C -8.6577 15.5554 13.6336
O -8.4136 16.6021 14.6225
H -9.0355 14.6068 14.0151
H -9.1359 16.0288 12.7760
H -7.7034 15.4103 13.1273
H -8.4070 17.3921 14.0770
*
```



Entry 4:
Formula: C12H28CoO8
Source: the OMol25 dataset
Level of theory: wB97M-V/def2-TZVPD

The HOMO energy (spin up / spin down) comes out at -14.1 / -14.1 eV. The expectation value of S² is 3.76. The HOMO-LUMO gap (spin up / spin down) comes out at 6.7 / 2.1 eV. Its relative energy (zero: lowest compared OMol25 entry of this formula, charge and spin) is 237.8 kcal/mol.

ORCA input file:
```
! wB97M-V def2-TZVPD RIJCOSX def2/J DEFGRID3
* xyz 2 4
Co 0.0872 2.4865 0.3112
O -3.2062 -0.8392 -0.2512
C -3.7741 -1.8604 -0.5647
O -3.2624 -2.5402 -1.5652
C -3.9235 -3.8122 -1.8040
C -4.6359 -3.9989 -0.4406
C -4.9473 -2.6174 0.0481
H -3.2607 -4.6455 -2.0373
H -4.6533 -3.6338 -2.5937
H -3.9212 -4.4823 0.2255
H -5.4758 -4.6852 -0.5487
H -4.9497 -2.4770 1.1290
H -5.9324 -2.2399 -0.2262
O 2.2932 -1.6581 -0.2714
C 2.5444 -2.8943 -0.2988
O 2.1040 -3.6741 0.5964
C 2.5643 -5.0324 0.3854
C 3.0860 -5.0548 -1.0617
C 3.4293 -3.6329 -1.3203
H 1.7421 -5.6998 0.6438
H 3.3831 -5.2712 1.0642
H 2.3113 -5.3139 -1.7833
H 3.9035 -5.7736 -1.1198
H 3.1822 -3.3113 -2.3320
H 4.4598 -3.3856 -1.0652
C -2.3827 6.4726 -0.5549
O -1.9419 5.6359 0.5088
H -3.4561 6.6441 -0.6364
H -1.7927 7.3742 -0.3904
H -2.1283 5.9647 -1.4852
H -2.2082 6.0433 1.3363
C 0.7576 1.6671 -4.3908
O 0.8632 2.6388 -3.3660
H 0.5126 2.1195 -5.3517
H 1.6287 1.0166 -4.4696
H -0.1170 1.0798 -4.1111
H 1.6382 3.1876 -3.5069
C 0.6478 1.1105 4.8643
O -0.2843 1.5231 3.9290
H 0.8172 1.8807 5.6168
H 0.3546 0.1976 5.3825
H 1.5726 0.8004 4.3777
H -1.1325 1.4781 4.3763
C 3.9447 4.8962 2.4458
O 3.2346 4.5049 1.3299
H 4.7926 4.2604 2.7004
H 4.3565 5.8932 2.2889
H 3.3565 4.8662 3.3630
H 3.8186 4.7919 0.6240
*
```



Entry 5:
Formula: C12H28F6N3O7S2Ti
Source: the OMol25 dataset
Level of theory: wB97M-V/def2-TZVPD

The HOMO energy (spin up / spin down) comes out at -4.5 / -9.8 eV. The expectation value of S² is 3.75. The HOMO-LUMO gap (spin up / spin down) comes out at 4.6 / 9.8 eV. Its relative energy (zero: lowest compared OMol25 entry of this formula, charge and spin) is 0.0 kcal/mol.

ORCA input file:
```
! wB97M-V def2-TZVPD RIJCOSX def2/J DEFGRID3
* xyz 0 4
Ti -8.7331 -8.7443 -8.2615
C -6.8328 -5.3678 -7.8917
F -6.7831 -4.0848 -8.2050
F -5.9705 -5.6319 -6.9295
F -8.0702 -5.6509 -7.4692
S -6.4054 -6.4048 -9.4082
O -7.4204 -6.1269 -10.3765
O -5.0615 -6.0175 -9.7173
N -6.6641 -8.0127 -8.8762
S -5.2417 -8.6816 -8.8664
O -4.7094 -8.8293 -10.1949
O -4.3453 -8.2087 -7.8408
C -5.6966 -10.4312 -8.3724
F -6.4045 -10.4657 -7.2390
F -6.4124 -11.0009 -9.3500
F -4.5938 -11.1418 -8.2253
C -10.3191 -9.9555 -5.1410
C -10.7320 -8.5549 -5.5809
C -11.4073 -7.7118 -4.4941
O -12.0327 -6.5562 -4.9775
C -13.2088 -6.8590 -5.7436
N -9.5130 -7.8701 -6.0749
H -10.0083 -10.5682 -5.9866
H -11.1265 -10.4990 -4.6412
H -9.4889 -9.9483 -4.4292
H -11.3915 -8.6559 -6.4483
H -10.6293 -7.4161 -3.7817
H -12.0666 -8.3284 -3.8660
H -13.7133 -7.7224 -5.3047
H -12.9973 -7.0465 -6.7958
H -13.8275 -5.9729 -5.6176
H -8.8246 -7.7986 -5.3271
H -9.7868 -6.8950 -6.2179
C -11.0181 -6.1225 -8.9576
C -10.9790 -7.0812 -10.1342
C -11.1682 -6.4090 -11.4725
O -11.4290 -7.3518 -12.4772
C -11.7948 -6.7539 -13.6843
N -9.7355 -7.8935 -10.1128
H -10.9917 -6.6806 -8.0268
H -11.9571 -5.5613 -8.9483
H -10.2071 -5.3937 -9.0014
H -11.8122 -7.7663 -9.9320
H -10.3276 -5.7588 -11.7507
H -12.0210 -5.7202 -11.3498
H -11.8663 -7.5036 -14.4686
H -11.0022 -6.0737 -14.0463
H -12.6844 -6.1165 -13.6365
H -9.7738 -8.4818 -10.9483
H -8.9817 -7.2397 -10.3606
C -11.8774 -11.4489 -8.9452
C -10.5100 -11.2076 -9.5639
O -9.5174 -10.9594 -8.5441
H -12.6773 -11.6103 -9.6611
H -12.1379 -10.6019 -8.3018
H -11.7889 -12.2714 -8.2286
H -10.5443 -10.3301 -10.2017
H -10.1498 -12.0769 -10.1182
H -9.1621 -11.8066 -8.2640
*
```



Let's list E in order: -1703.662964 -4531.667957 -2458.364754 -2457.857838 -3409.892662 Eh.